The following is a quantum chemistry calculation of the ion C6H6N with charge +1 in a non-equilibrium geometry, from OMol25.

## Properties
**E**: -286.42440 Ha
**HOMO energy (alpha / beta)**: -0.4510 / -0.4500 hartree
**Frontier orbital gap (alpha / beta)**: 5.900 / 6.561 eV

ORCA input file:
```
! RIJCOSX wB97M-V def2-TZVPD def2/J DEFGRID3
* xyz 1 1
C 0.424 0.382 -0.503
C 0.402 -0.549 0.386
C -0.113 2.270 -2.047
C -0.140 1.107 -1.379
C -0.210 2.535 -3.293
C -0.413 -2.061 2.153
N 0.607 -1.353 1.403
H -0.150 3.079 -1.280
H -0.154 2.639 -4.345
H -1.262 -1.388 2.462
H -0.721 -2.969 1.534
H 0.166 -2.279 3.101
H 1.563 -1.413 1.807
*
```